This record from OMol25 describes a molecular structure, C3H4N2O. The level of theory is ωB97M-V/def2-TZVPD.

XYZ file:
```
10
Properties=species:S:1:pos:R:3:mulliken_charge:R:1
O -0.1602 0.7358 -2.2851 -0.590
C 0.1795 0.7535 -1.1198 0.123
N 1.3282 0.1130 -0.4744 -0.374
C 1.0477 -0.4948 0.6077 -0.269
C -0.4065 -0.6612 0.8730 0.105
N -1.0617 -0.0981 -0.0479 -0.233
H 0.1600 1.6623 -0.4600 0.310
H 1.8142 -0.7964 1.3197 0.370
H -0.8360 -1.1617 1.7379 0.384
H -2.0654 -0.0524 -0.1511 0.173
```

Computed properties:
- Molar mass: 84.1 g/mol
- E_LUMO: -0.6 eV
- Maximum force: 0.01380 hartree/bohr
- Energy relative to the best compared isomer or geometry (same formula, charge and spin): 2.791 eV
- Frontier orbital gap: 8.35 eV